Entry 1:
10
Properties=species:S:1:pos:R:3:mulliken_charge:R:1 method="wB97M-V/def2-TZVPD" e_lumo_ha=0.001 smiles="O=Cn1cnnc1" orbital_gap_ha=0.3964 homo_ev=-10.75 de_lowest_kcal_mol=70.9 total_energy_ha=-355.5270
O 2.18100 -0.53908 -0.11731 -0.49
C 1.36367 0.33784 -0.11557 0.22
N 0.18003 0.11535 0.32486 0.06
C -0.19682 -1.13588 0.05725 -0.12
N -1.51629 -1.25149 -0.12326 -0.39
N -2.07308 0.10520 -0.09779 -0.30
C -1.09607 0.83983 0.04011 0.13
H 1.53159 1.51758 -0.09688 0.19
H 0.45625 -1.90540 0.36548 0.43
H -0.83027 1.91606 -0.23687 0.27

Entry 2:
50
Properties=species:S:1:pos:R:3:mulliken_charge:R:1 method="wB97M-V/def2-TZVPD" e_lumo_ha=-0.003 smiles="CC(C)CCNC(=O)c1ccc2c(SCC(=O)O)c3c(nc2c1)CCC3" orbital_gap_ha=0.3140 homo_ev=-8.63 de_lowest_kcal_mol=5.7 total_energy_ha=-1510.0066
C -1.97055 4.04336 2.16735 -1.44
C -1.93120 4.01915 3.69408 0.85
C -3.34807 4.15478 4.25070 -1.61
C -1.28971 2.74159 4.24796 -0.70
C 0.17955 2.53081 3.85902 -1.01
N 0.34038 1.83985 2.60165 -0.13
C 0.71895 0.54302 2.53304 0.00
O 1.02159 -0.11324 3.51054 -0.67
C 0.77300 -0.01824 1.14690 1.01
C -0.12569 0.37433 0.13825 -0.78
C -0.06378 -0.18343 -1.11002 -1.09
C 0.90216 -1.15754 -1.41898 0.90
C 1.02324 -1.78425 -2.68947 0.06
S -0.09592 -1.43164 -4.04042 -0.12
C -1.68898 -2.03956 -3.33255 -0.52
C -2.71783 -0.96948 -3.57653 0.53
O -2.88463 0.00375 -2.89203 -0.56
O -3.42119 -1.21021 -4.68461 -0.45
C 2.04580 -2.66601 -2.88674 0.60
C 2.91650 -2.96018 -1.80448 0.45
N 2.81778 -2.44571 -0.61962 -0.76
C 1.83032 -1.54545 -0.40631 -0.67
C 1.72592 -0.97049 0.87082 -0.39
C 3.94249 -3.96097 -2.23601 -0.72
C 3.34820 -4.55163 -3.52335 -0.65
C 2.44003 -3.44990 -4.09456 -0.84
H -2.56262 4.88873 1.82254 0.47
H -2.42634 3.13298 1.78295 0.26
H -0.97256 4.14989 1.74808 0.32
H -1.34168 4.87690 4.03885 0.19
H -3.33612 4.15762 5.33813 0.40
H -3.80666 5.08089 3.91173 0.42
H -3.96615 3.32398 3.91708 0.36
H -1.34722 2.78110 5.33725 0.34
H -1.86334 1.87133 3.92180 0.33
H 0.66491 1.89578 4.60425 0.45
H 0.70242 3.49137 3.81649 0.41
H 0.10219 2.33039 1.75624 0.16
H -0.89749 1.10154 0.34458 0.63
H -0.76033 0.13788 -1.86949 0.40
H -1.54098 -2.20827 -2.26926 0.43
H -1.95447 -2.95563 -3.85641 0.37
H -4.04619 -0.48877 -4.86042 0.36
H 2.41598 -1.28578 1.63736 0.55
H 4.88075 -3.43835 -2.43795 0.26
H 4.13494 -4.70624 -1.46653 0.31
H 2.74555 -5.42707 -3.27626 0.30
H 4.11672 -4.85805 -4.23046 0.32
H 2.99243 -2.80270 -4.78109 0.28
H 1.57790 -3.84220 -4.63406 0.42

Entry 3:
139
Properties=species:S:1:pos:R:3:mulliken_charge:R:1 method="wB97M-V/def2-TZVPD" e_lumo_ha=0.065 orbital_gap_ha=0.2432 homo_ev=-4.84 de_lowest_kcal_mol=122.7 total_energy_ha=-4675.3343 charge=-1
C 2.26118 1.12715 2.68962 -0.77
C 1.86196 0.61603 1.21134 0.76
O 2.72389 -0.02942 0.58268 -0.49
O 0.55099 0.90794 0.79885 -0.34
C 0.45271 1.20484 -0.62013 -0.16
C -0.68536 0.22051 -1.21594 -1.09
C -0.31323 -1.28458 -0.69100 1.01
C -0.75983 -2.27355 -1.89094 -0.92
P -0.46233 -4.12924 -1.55595 0.64
N -0.19989 -5.88508 -1.24076 -1.00
P 1.73033 -3.96886 -1.12444 0.35
O 1.93264 -3.49186 0.35409 -0.60
P -0.07964 -4.42316 -3.72869 0.50
O -1.40240 -4.68118 -4.50892 -0.71
O -2.20361 -4.27795 -1.77626 -0.52
C -2.93764 -4.06263 -0.54305 0.61
C -4.37265 -4.74521 -0.37940 -0.51
O -5.32537 -4.04954 -1.11050 -0.41
C -5.90133 -2.89708 -0.44276 0.78
C -5.87103 -1.60610 -1.25399 -0.36
C -6.71431 -0.39906 -0.81720 -0.40
C -7.34010 -0.37182 0.57381 -0.33
C -7.43068 -1.67646 1.35917 -0.25
C -6.75454 -2.94620 0.80398 -0.57
C -1.90816 -4.55785 0.59256 -0.11
C -2.19321 -4.22185 2.12649 -0.74
C -0.81862 -4.86412 2.92111 0.49
C -1.15468 -5.51819 4.45011 -1.05
O -0.80967 -6.34887 3.09944 -0.38
O -0.62373 -4.05147 0.19393 -0.21
H 1.82887 2.16256 2.92184 0.20
H 3.37034 1.02575 2.90836 -0.08
H 1.71080 0.40351 3.40257 0.38
H 0.02801 2.27396 -0.74988 0.29
H 1.42749 1.19022 -1.18742 0.46
H -1.67470 0.51593 -0.70186 0.28
H -0.79874 0.27545 -2.34218 0.37
H -0.85609 -1.46759 0.28938 -0.14
H 0.82048 -1.29024 -0.57079 -0.15
H -0.18618 -1.88964 -2.82118 0.23
H -1.86823 -2.03017 -2.09503 0.08
H 0.28610 -5.96993 -0.32894 0.28
H 0.43734 -6.31257 -1.92944 0.38
H 2.29772 -5.30584 -1.15770 0.07
H 2.41478 -3.12566 -2.06805 0.00
H 0.77767 -5.56621 -3.98678 0.05
H 0.60810 -3.29482 -4.32834 -0.04
H -3.04762 -2.92983 -0.36094 -0.15
H -4.27308 -5.83472 -0.73076 0.34
H -4.70586 -4.76942 0.71309 0.03
H -5.16185 -1.50806 -2.18125 0.31
H -6.80683 0.52807 -1.54915 0.27
H -7.79596 0.64129 0.99539 0.35
H -8.12595 -1.70872 2.28337 0.25
H -6.72444 -3.89256 1.48183 0.23
H -2.07049 -5.70437 0.56785 0.10
H -3.07349 -4.80823 2.55052 0.40
H -2.20643 -3.11261 2.38370 0.29
H 0.21513 -4.28011 2.78327 0.34
H -0.26247 -4.84912 4.83432 0.16
H -0.71370 -6.43466 4.94558 0.38
C 5.90931 5.12640 1.44647 -1.63
C 4.56939 4.42705 1.39723 0.94
C 3.79634 4.67937 0.13706 -0.53
O 2.45196 4.50310 0.56932 -0.26
C 2.42490 4.81796 1.89381 0.58
O 1.42262 4.96794 2.53355 -0.55
O 3.68496 4.94318 2.39298 -0.35
H 6.61173 4.67601 0.74194 0.37
H 5.81052 6.18974 1.20878 0.40
H 6.33255 5.06965 2.45221 0.35
H 4.69810 3.35532 1.58492 0.07
H 4.04433 3.97301 -0.65670 0.34
H 3.90463 5.69950 -0.24521 0.28
C -0.94167 3.10973 -6.64937 -1.48
C 0.30365 2.57799 -5.97393 0.51
C 0.68940 1.19448 -6.41066 -0.56
O 1.39337 0.70535 -5.27452 -0.30
C 0.88351 1.35939 -4.19241 0.45
O 1.10207 1.05876 -3.05453 -0.49
O 0.08785 2.39589 -4.57683 -0.29
H -0.75377 3.32744 -7.70314 0.38
H -1.76325 2.39118 -6.58311 0.35
H -1.28408 4.02239 -6.15553 0.36
H 1.13053 3.28662 -6.09683 0.27
H 1.33062 1.19539 -7.29368 0.30
H -0.16824 0.53929 -6.59239 0.33
C -2.27510 6.07274 3.12470 -1.52
C -1.91350 6.63697 1.76860 0.70
C -2.08440 8.12395 1.66391 -0.46
O -2.31993 8.30293 0.27133 -0.33
C -2.89047 7.14701 -0.17638 0.64
O -3.39751 7.01649 -1.25278 -0.55
O -2.81062 6.16566 0.76370 -0.34
H -1.54220 6.36580 3.87935 0.36
H -3.26266 6.41799 3.44478 0.42
H -2.32332 4.98212 3.08384 0.33
H -0.90135 6.32468 1.48904 0.13
H -1.19606 8.67254 1.98112 0.32
H -2.95330 8.50319 2.21140 0.29
C 5.89684 -0.91939 2.82781 -1.61
C 7.26552 -0.33427 2.55243 1.21
C 7.90962 0.29468 3.75158 -0.53
O 8.76901 1.26458 3.15710 -0.37
C 8.19622 1.61312 1.97045 0.67
O 8.54342 2.54476 1.29733 -0.60
O 7.17794 0.77188 1.65139 -0.28
H 5.97102 -1.81387 3.45005 0.40
H 5.25234 -0.19498 3.33460 0.23
H 5.39665 -1.18073 1.89190 0.44
H 7.91335 -1.08956 2.09456 -0.09
H 8.48203 -0.42009 4.34490 0.34
H 7.20202 0.81616 4.40461 0.33
C -12.75642 0.51224 0.62173 -1.47
C -11.51175 -0.02620 1.29291 0.70
C -11.12831 -1.40608 0.84594 -0.52
O -10.42428 -1.90536 1.97775 -0.33
C -10.93232 -1.25935 3.06528 0.65
O -10.71135 -1.56874 4.19993 -0.55
O -11.72738 -0.21856 2.68967 -0.36
H -12.56838 0.73742 -0.43026 0.37
H -13.57919 -0.20568 0.68279 0.36
H -13.09743 1.42179 1.12236 0.35
H -10.68406 0.68187 1.17502 0.16
H -10.48705 -1.39912 -0.03723 0.31
H -11.98677 -2.05911 0.65938 0.33
C 9.06512 -0.58112 -2.76124 -1.51
C 9.87091 -0.65770 -1.48293 0.55
C 10.92193 -1.72904 -1.48878 -0.57
O 11.05792 -2.02456 -0.10220 -0.35
C 9.85692 -1.73715 0.47281 0.65
O 9.54754 -2.04630 1.58854 -0.60
O 9.05195 -1.05656 -0.38622 -0.29
H 9.67150 -0.19712 -3.58455 0.40
H 8.67779 -1.56431 -3.04273 0.35
H 8.19787 0.06979 -2.62748 0.37
H 10.29496 0.32430 -1.24595 0.28
H 11.86953 -1.38658 -1.90753 0.30
H 10.61152 -2.64207 -2.00637 0.32

Entry 4:
8
Properties=species:S:1:pos:R:3:mulliken_spin:R:1 method="wB97M-V/def2-TZVPD" e_lumo_ha="0.010 / -0.112" orbital_gap_ha="0.2549 / 0.2272" s_squared=2.0218 homo_ev="-6.66 / -9.23" de_lowest_kcal_mol=82.3 total_energy_ha=-1101.8097 spin_multiplicity=3
C 0.38459 -0.96597 -0.87350 0.86
C 1.13707 0.10640 0.67277 -0.11
P -1.21938 -0.84920 -1.16367 0.99
P -0.01665 0.85530 1.56352 0.10
P -1.88952 0.28256 0.53182 0.05
H 1.01876 -1.29283 -1.63558 0.04
H 2.28900 0.21174 0.86853 0.00
H -1.70388 1.65201 0.03611 0.07

Entry 5:
115
Properties=species:S:1:pos:R:3:mulliken_spin:R:1 method="wB97M-V/def2-TZVPD" e_lumo_ha="-0.127 / -0.135" orbital_gap_ha="0.2461 / 0.2596" s_squared=3.8462 homo_ev="-10.16 / -10.74" de_lowest_kcal_mol=30.2 total_energy_ha=-8356.9146 charge=+1 spin_multiplicity=4
Cr 0.04016 -0.06563 0.07457 3.26
C 1.26055 0.96341 1.80894 0.01
C 0.04807 1.17391 2.54244 -0.07
C -0.50856 -0.10855 2.77223 -0.02
C 0.39314 -1.05917 2.18254 0.02
C 1.54450 -0.40994 1.68112 -0.07
C 2.97376 -0.94593 1.65673 0.02
C 3.78062 -0.44130 0.45691 0.02
C 3.02049 -2.47226 1.71798 0.00
C 3.63543 -0.42551 2.94529 0.00
C -1.72943 -0.57798 3.57948 0.02
C -1.59793 -0.15766 5.05073 0.00
C -1.80600 -2.11339 3.62364 0.00
C -3.04412 -0.05111 2.99411 0.00
C -0.21923 2.57440 3.10889 0.01
C 0.53420 2.64953 4.45276 0.00
C 0.39842 3.64150 2.19053 0.00
C -1.68203 2.97501 3.32158 0.01
H 1.97046 1.73446 1.55336 0.00
H 0.29194 -2.12941 2.26502 0.01
H 3.59066 -1.02612 -0.44410 0.00
H 4.84822 -0.51641 0.66424 0.00
H 3.56616 0.60795 0.24231 0.00
H 2.51040 -2.94669 0.88205 0.00
H 2.57486 -2.84358 2.64113 0.00
H 4.05709 -2.80886 1.69411 0.00
H 3.75546 0.65811 2.92000 0.00
H 4.62246 -0.87269 3.06730 0.00
H 3.03267 -0.67816 3.81807 0.00
H -0.67083 -0.54428 5.47654 0.00
H -2.42873 -0.57762 5.61913 0.00
H -1.61064 0.91273 5.20078 0.00
H -0.93068 -2.54715 4.10692 0.00
H -1.90973 -2.56606 2.63947 0.00
H -2.67998 -2.40216 4.20708 0.00
H -3.07141 1.03686 2.97989 0.00
H -3.88462 -0.40440 3.59249 0.00
H -3.18817 -0.39622 1.97225 0.01
H 1.59655 2.44880 4.30817 0.00
H 0.15579 1.93338 5.17540 0.00
H 0.43149 3.64851 4.87761 0.00
H 1.48640 3.62313 2.20807 0.00
H 0.09084 4.63129 2.52686 0.00
H 0.06195 3.51676 1.15981 0.02
H -2.20651 2.35191 4.03530 0.00
H -2.24253 2.95952 2.38756 -0.01
H -1.70647 3.99413 3.70931 0.00
N 1.71503 -3.16619 -2.21976 0.00
C 1.07771 -2.85509 -1.09162 0.03
N 1.03193 -1.53687 -0.98394 -0.12
C 1.64076 -1.09751 -2.11758 0.03
N 2.08087 -2.05513 -2.89488 0.00
C 1.67919 0.34321 -2.35114 0.06
C 2.42245 0.97107 -3.33771 0.00
N 2.43663 2.29367 -3.44851 0.02
C 1.71484 2.98556 -2.57506 -0.01
C 0.95517 2.37136 -1.58614 0.02
N 0.92845 1.04424 -1.48688 -0.16
H 1.91333 -4.08148 -2.59766 0.00
H 0.64353 -3.57102 -0.41786 0.00
H 3.00875 0.38839 -4.03500 0.00
H 1.73203 4.06432 -2.65318 0.00
H 0.35948 2.92912 -0.88248 0.05
Br -4.54086 -3.94389 -3.02819 0.00
C -3.32042 -2.79961 -2.15284 0.02
C -3.26283 -2.78082 -0.77155 -0.01
C -2.35147 -1.93855 -0.13871 0.04
C -1.50254 -1.09495 -0.85235 -0.26
C -1.59882 -1.14590 -2.24666 0.03
C -2.48848 -1.98329 -2.90280 -0.01
H -3.92022 -3.41486 -0.19255 0.00
H -2.32669 -1.94579 0.93973 -0.02
H -0.97587 -0.50563 -2.86552 0.00
H -2.54918 -1.99217 -3.98162 0.00
C -2.73719 2.90228 -3.37986 0.01
C -3.95651 2.63730 -2.48818 0.00
C -4.15990 1.11902 -2.47386 -0.01
C -5.19605 3.25576 -3.16650 0.00
Si -3.68070 3.35986 -0.73443 0.03
Br -2.06426 1.92849 0.25216 0.01
C -5.15908 3.22249 0.48745 0.00
C -5.98069 1.94001 0.31237 0.00
C -6.11602 4.41304 0.26811 0.00
C -4.71541 3.22720 1.95879 -0.01
C -2.80500 5.07601 -0.69509 0.00
C -2.78032 5.68701 0.71252 0.00
C -1.33933 5.03977 -1.14089 0.00
C -3.54015 6.05149 -1.63489 0.00
H -2.88996 2.39982 -4.33919 0.00
H -1.82096 2.49913 -2.94200 0.00
H -2.58809 3.95877 -3.59185 0.00
H -4.21612 0.77192 -3.50998 0.00
H -5.06977 0.80412 -1.98736 0.00
H -3.33137 0.60551 -1.99614 0.00
H -5.28280 2.82788 -4.16916 0.00
H -5.14705 4.33325 -3.28056 0.00
H -6.11619 3.01108 -2.64168 0.00
H -6.51485 1.90461 -0.63139 0.00
H -6.73431 1.91297 1.10441 0.00
H -5.37149 1.04018 0.40747 0.00
H -6.47939 4.49386 -0.75284 0.00
H -5.67574 5.36585 0.54522 0.00
H -6.99048 4.26638 0.90738 0.00
H -4.13234 2.33797 2.19797 0.00
H -5.61030 3.20794 2.58626 0.00
H -4.14058 4.10086 2.24354 0.00
H -2.29867 5.02928 1.43593 0.00
H -3.76584 5.94696 1.08471 0.00
H -2.19734 6.61147 0.67721 0.00
H -0.72589 4.55674 -0.38298 0.00
H -0.98148 6.06865 -1.23394 0.00
H -1.18144 4.54832 -2.09641 0.00
H -4.60315 6.13800 -1.42919 0.00
H -3.41736 5.78332 -2.68088 0.00
H -3.10451 7.04596 -1.50689 0.00

Entry 6:
9
Properties=species:S:1:pos:R:3:mulliken_charge:R:1 method="wB97M-V/def2-TZVPD" e_lumo_ha=-0.181 orbital_gap_ha=0.4693 homo_ev=-17.69 de_lowest_kcal_mol=4.0 total_energy_ha=-266.5451 charge=+1
O 2.03009 0.10799 0.49905 -0.67
H 2.54071 -0.60232 0.91443 0.36
H 2.50133 0.62962 -0.15991 0.36
H 0.67470 -0.38394 0.18334 0.50
O -0.24426 -0.77878 -0.08735 -0.32
C -1.15209 0.07398 -0.16387 0.36
O -2.17585 -0.24562 -0.86903 -0.34
H -1.14350 1.05735 0.30028 0.33
H -3.03114 0.14173 -0.61693 0.42